Entry from OMol25: an isolated molecule of C25H38N4O5 (ωB97M-V/def2-TZVPD).

```
72
Properties=species:S:1:pos:R:3:lowdin_charge:R:1
C -9.80337 -2.06846 -1.82016 -0.08
H -9.13481 -2.76773 -2.33314 0.10
O -9.29687 -1.69539 -0.56281 -0.06
C -8.10417 -1.05051 -0.50912 -0.20
C -7.32047 -0.71897 -1.60362 -0.01
C -6.11567 -0.05761 -1.44092 -0.03
C -5.65881 0.29077 -0.17437 -0.22
C -6.45078 -0.04649 0.93375 0.04
C -7.65459 -0.70362 0.78792 -0.19
O -8.48201 -1.06441 1.80613 -0.06
C -8.10014 -0.74532 3.12107 -0.08
H -8.00208 0.33625 3.26158 0.10
H -8.90091 -1.11919 3.75696 0.09
H -7.16030 -1.23424 3.39835 0.10
H -6.09429 0.22486 1.91482 0.11
C -4.41119 0.98259 0.05779 -0.02
C -3.53134 1.42009 -0.85322 0.00
C -2.31034 2.11630 -0.42370 -0.50
O -2.01511 2.31593 0.74573 0.03
N -1.51263 2.52893 -1.44186 0.08
H -1.76711 2.32795 -2.39548 0.14
C -0.28780 3.26624 -1.24145 -0.08
C 0.92906 2.46854 -1.72870 -0.44
O 1.42992 2.73704 -2.80832 0.04
N 1.36819 1.45584 -0.96019 -0.05
C 2.55282 0.72544 -1.37066 -0.13
C 3.71095 1.01371 -0.41865 -0.11
H 3.94887 2.07689 -0.47130 0.12
H 4.58307 0.43534 -0.71841 0.09
C 3.30916 0.62976 1.01288 -0.32
N 4.32561 0.81778 2.03442 -0.18
C 5.08123 2.04635 1.96600 -0.09
H 4.39515 2.88433 1.86339 0.08
H 5.62644 2.16951 2.90243 0.09
H 5.80441 2.08723 1.13948 0.08
C 5.10442 -0.34073 2.39781 -0.18
H 4.40693 -1.14752 2.63406 0.11
H 5.63569 -0.08925 3.32202 0.12
C 6.16416 -0.84608 1.39740 -0.17
N 5.60219 -1.44285 0.19741 -0.19
C 5.04160 -2.76362 0.42713 -0.16
H 4.29048 -2.71248 1.21597 0.11
C 4.38356 -3.25790 -0.86063 -0.19
H 3.99201 -4.26837 -0.73128 0.13
O 5.30777 -3.32351 -1.91929 -0.13
C 5.89191 -2.06150 -2.13775 -0.19
H 6.61574 -2.19343 -2.94361 0.13
C 6.57931 -1.53702 -0.87657 -0.17
H 6.99186 -0.54521 -1.07638 0.12
H 7.40860 -2.21585 -0.60846 0.13
H 5.11941 -1.34353 -2.45344 0.12
H 3.56070 -2.57660 -1.12714 0.12
H 5.82432 -3.48158 0.73333 0.13
H 6.82252 -1.55884 1.92573 0.12
H 6.77852 0.00245 1.08808 0.11
C 2.03353 1.40144 1.38350 -0.10
C 0.92714 1.10146 0.37043 -0.13
H 0.01276 1.62318 0.64506 0.09
H 0.71275 0.02541 0.37657 0.13
H 2.23334 2.47355 1.38708 0.12
H 1.70615 1.11438 2.38220 0.12
H 3.06327 -0.43745 1.01343 0.14
H 2.32082 -0.34580 -1.36829 0.12
H 2.79868 1.03788 -2.38717 0.12
H -0.31362 4.18542 -1.83651 0.13
H -0.22259 3.52341 -0.18304 0.12
H -3.67807 1.29078 -1.91488 0.10
H -4.15894 1.17417 1.09441 0.12
H -5.53261 0.18282 -2.31524 0.11
H -7.64404 -0.97458 -2.60006 0.11
H -9.97746 -1.19686 -2.45974 0.10
H -10.75291 -2.56158 -1.61876 0.10
```

Results
- Orbital gap: 8.208 eV
- LUMO level: 0.2 eV

Entry from OMol25: a cluster of 3 separate species, C3H13NO2S in total at a distorted geometry (ωB97M-V/def2-TZVPD).

```
20
Properties=species:S:1:pos:R:3:lowdin_charge:R:1
C -1.94043 -0.82991 -0.13038 -0.25
C -0.90220 -0.96278 -1.20662 -0.31
C 0.13826 0.14924 -1.21787 -0.56
S 1.61936 -0.27195 -2.19689 0.71
N -1.36849 -1.37273 1.17058 -0.01
H -2.91079 -1.34364 -0.34232 0.12
H -2.01632 0.23656 0.12003 0.11
H -0.45823 -1.96352 -1.21381 0.10
H -1.38628 -0.96694 -2.21405 0.11
H 0.54729 0.22031 -0.18262 0.03
H -0.10254 1.16022 -1.43621 0.06
H 1.95558 -1.46715 -1.85874 -0.19
H -2.01200 -2.04153 1.58203 0.05
H -1.31619 -0.57547 1.79494 0.02
H -0.74995 0.45565 3.81545 0.04
H 0.25544 1.62517 3.73368 0.05
O -0.57817 1.29269 3.37420 -0.05
H 1.50672 2.44255 1.77545 0.04
H 0.61846 1.26074 1.43474 0.00
O 1.30386 1.82498 1.05314 -0.07
```

Results
- Orbital gap: 8.783 eV
- LUMO level: 0.3 eV
- Relative energy (zero: lowest compared OMol25 entry of this formula, charge and spin): 108.1 kJ/mol

Entry from OMol25: a structure of composition C29H23Br4LiO6S3 at a distorted geometry (ωB97M-V/def2-TZVPD).

```
66
Properties=species:S:1:pos:R:3:lowdin_charge:R:1
Li 1.16908 0.23767 1.31005 0.57
Br 7.15500 -0.09661 4.27544 0.61
C 5.29281 0.10303 3.92914 -0.78
C 4.42826 0.36578 4.96894 -0.79
Br 5.07023 0.50652 6.75168 0.61
C 3.06515 0.49751 4.69355 -0.64
Br 1.81228 0.83383 6.09313 0.69
C 2.53270 0.39225 3.41729 -0.48
O 1.28242 0.47434 3.15393 -0.20
C 3.44738 0.16878 2.31486 -0.48
O 2.96317 0.13228 1.13502 -0.18
C 4.79449 0.00188 2.62693 -0.64
Br 5.98464 -0.36345 1.18263 0.67
O -0.51467 -1.37556 0.61683 -0.60
S -0.52426 -3.00528 0.92931 1.01
C -1.65576 -0.93350 -0.09042 -0.33
C -2.86181 -0.70854 0.82327 -0.16
C -2.87008 0.68686 1.44351 -0.17
C -1.57619 1.01022 2.19116 -0.27
S -0.73227 3.07568 0.87171 1.03
O -0.55214 1.50365 1.34325 -0.57
C -1.35519 2.91159 -0.79266 -0.51
C -2.52737 3.56635 -1.14753 -0.13
C -3.00670 3.46154 -2.44152 -0.10
C -2.31096 2.71483 -3.37996 -0.08
C -1.14136 2.06153 -3.02370 -0.05
C -0.65921 2.15927 -1.72990 -0.09
C -0.82324 -2.99558 2.68686 -0.50
C 0.07882 -2.31948 3.49479 -0.08
C -0.15251 -2.22458 4.85331 -0.06
C -1.27326 -2.82236 5.40746 -0.09
C -2.14563 -3.54282 4.60547 -0.11
C -1.93104 -3.62167 3.24095 -0.13
H -1.89706 -1.65956 -0.87312 0.09
H -1.36497 -0.00684 -0.58379 0.08
H -2.84084 -1.46315 1.61545 0.10
H -3.77840 -0.85340 0.24562 0.11
H -3.71059 0.77050 2.13452 0.11
H -3.02066 1.43210 0.65754 0.09
H -1.15952 0.11456 2.64897 0.11
H -1.77063 1.74246 2.98196 0.11
H -3.06040 4.13919 -0.40192 0.10
H -3.91924 3.97331 -2.71920 0.09
H -2.68359 2.63006 -4.39010 0.10
H -0.59238 1.48378 -3.75193 0.09
H 0.24376 1.63759 -1.44651 0.09
H 0.94549 -1.85767 3.04768 0.10
H 0.53509 -1.67409 5.47460 0.06
H -1.45689 -2.73525 6.46812 0.09
H -3.00174 -4.03848 5.04493 0.09
H -2.61359 -4.16015 2.59789 0.10
O 1.67261 1.15664 -8.32534 0.06
C 0.66294 0.40589 -7.75983 -0.50
O -0.31157 0.16640 -8.45092 0.05
C 0.84383 -0.01335 -6.38932 -0.19
C -0.18539 -0.76675 -5.78339 -0.05
C -0.12354 -1.13523 -4.47304 -0.15
C 0.96931 -0.75911 -3.65319 -0.80
S 0.99698 -1.12351 -2.00644 0.64
C 2.03258 -0.06565 -4.27791 -0.14
C 1.97476 0.28423 -5.59704 -0.06
H 2.37357 1.29410 -7.67648 0.07
H -1.03567 -1.04012 -6.39549 0.11
H -0.91709 -1.71541 -4.01873 0.09
H 2.89691 0.18050 -3.67829 0.10
H 2.83310 0.80045 -6.02007 0.10
```

Results
- Orbital gap: 5.361 eV
- LUMO level: 3.9 eV
- Total charge: -2
- Relative energy (zero: lowest compared OMol25 entry of this formula, charge and spin): 0.0 kJ/mol

Entry from OMol25: an isolated molecule of C4H7NO4 at a distorted geometry (ωB97M-V/def2-TZVPD).

```
16
Properties=species:S:1:pos:R:3:lowdin_charge:R:1
C -0.75357 -0.20566 -0.38049 -0.32
C 0.34298 -0.51265 -1.39509 -0.53
C -0.56730 1.20481 0.20876 -0.03
C 0.56765 1.15426 1.25715 -0.56
H -0.81869 -2.15504 0.31336 0.08
H -1.68954 -1.15927 1.17628 0.08
H -1.68978 -0.11736 -0.99658 0.16
H -1.48932 1.54152 0.73343 0.14
H -0.30886 1.89954 -0.57869 0.12
H 2.30990 0.64240 1.54382 0.17
H 1.38837 -1.84818 -2.08896 0.16
N -0.85715 -1.20146 0.64221 0.07
O 0.75262 0.29204 -2.18621 0.12
O 0.45715 1.59545 2.37620 0.10
O 1.67524 0.66157 0.77396 0.13
O 0.68030 -1.79197 -1.39915 0.12
```

Results
- Orbital gap: 10.347 eV
- LUMO level: 0.6 eV
- Relative energy (zero: lowest compared OMol25 entry of this formula, charge and spin): 23.0 kJ/mol

Entry from OMol25: a structure of composition H16O8 at a distorted geometry (ωB97M-V/def2-TZVPD).

```
24
Properties=species:S:1:pos:R:3:lowdin_charge:R:1
H -1.30361 0.32339 0.50731 0.01
H 0.15083 0.73897 0.46319 0.05
H 3.31239 1.34041 2.74985 0.03
H 2.26740 0.51576 3.59676 0.09
H -1.88647 4.52236 -1.03938 0.05
H -1.46782 3.33167 -1.88062 0.03
H -4.45857 -0.00892 1.39619 0.08
H -2.96580 0.52325 1.41406 -0.04
H 1.92196 -1.79657 -0.08929 0.12
H 1.27302 -0.65701 -0.88017 0.04
H 2.29237 -2.82969 -1.95829 0.07
H 1.27343 -1.86692 -2.53436 0.10
H 3.63429 0.19382 0.28446 0.04
H 3.91951 1.08554 -0.89258 -0.01
H -3.75930 -2.59721 -0.97388 0.04
H -4.40902 -2.90602 0.49709 0.09
O -0.46024 0.13215 0.94552 -0.07
O 2.63541 0.65196 2.65870 -0.09
O -1.38145 4.29535 -1.84654 -0.07
O -3.67463 0.34255 0.87947 -0.05
O 1.05017 -1.54219 -0.56749 -0.16
O 2.09887 -1.87654 -1.95787 -0.16
O 4.17783 0.28222 -0.54540 -0.04
O -4.24060 -2.19832 -0.22670 -0.11
```

Results
- Orbital gap: 7.199 eV
- LUMO level: 0.2 eV
- Relative energy (zero: lowest compared OMol25 entry of this formula, charge and spin): 731.2 kJ/mol

Entry from OMol25: a structure of composition H8NaO4 (ωB97M-V/def2-TZVPD).

```
13
Properties=species:S:1:pos:R:3:lowdin_charge:R:1
Na -0.28239 -0.99311 0.34940 0.92
O 1.86644 -3.59163 -0.97858 -0.06
H 2.66560 -3.13311 -1.23807 0.03
H 2.11262 -4.51659 -0.96954 0.04
O -3.43463 -0.11087 1.71027 -0.05
H -4.04410 0.46003 1.24245 0.04
H -3.67757 -0.01775 2.63143 0.04
O 1.77400 1.94274 1.74344 -0.06
H 2.67852 1.74216 1.98394 0.04
H 1.69550 2.88803 1.87190 0.04
O -0.65720 1.51222 -2.98277 -0.05
H 0.24789 1.44267 -2.67912 0.02
H -0.94466 2.37523 -2.68475 0.04
```

Results
- Orbital gap: 10.171 eV
- LUMO level: -4.6 eV
- Total charge: +1
- Relative energy (zero: lowest compared OMol25 entry of this formula, charge and spin): 180.0 kJ/mol

Entry from OMol25: an isolated molecule of C2H2Cl3I at a distorted geometry (ωB97M-V/def2-TZVPD).

```
8
Properties=species:S:1:pos:R:3:lowdin_charge:R:1
C -3.41955 0.10713 1.27473 -0.53
C -0.88889 2.99463 0.46338 -1.75
Cl -0.58166 3.44890 2.16663 0.45
Cl -1.65391 4.44551 -0.46108 0.37
Cl 0.56956 2.78113 -0.37989 0.45
I -1.73349 0.48081 0.15013 1.06
H -3.30378 -0.76078 2.01104 -0.01
H -4.44463 0.31279 1.01850 -0.04
```

Results
- Orbital gap (alpha / beta): 7.667 / 7.404 eV
- LUMO level (alpha / beta): -0.9 / -1.5 eV
- Relative energy (zero: lowest compared OMol25 entry of this formula, charge and spin): 403.4 kJ/mol

Entry from OMol25: an isolated molecule of H4NO2PS at a distorted geometry (ωB97M-V/def2-TZVPD).

```
9
Properties=species:S:1:pos:R:3:lowdin_charge:R:1
N -0.15345 -0.11457 -1.44919 -0.11
O -0.39389 -1.41887 1.14809 -0.31
O -0.82017 1.31089 0.50121 -0.22
P 0.26941 0.26764 0.07534 0.20
S 2.13154 0.51844 0.55534 0.22
H -1.10945 0.03457 -1.74919 0.07
H 0.40222 -0.93722 -1.78627 0.10
H 0.33368 -1.74311 1.60177 -0.08
H -0.65989 2.08223 1.10289 0.12
```

Results
- Orbital gap: 9.682 eV
- LUMO level: 0.3 eV
- Relative energy (zero: lowest compared OMol25 entry of this formula, charge and spin): 138.6 kJ/mol